# 1
# C39H37CrGeN7O6

A molecular structure, C39H37CrGeN7O6 (ωB97M-V/def2-TZVPD, OMol25).

Results
net charge	0
energy relative to the best compared isomer or geometry (same formula, charge and spin)	0.000	eV
E_tot	-148695.8106	eV
HOMO-LUMO gap (spin up / spin down)	0.2661 / 0.2702	Ha
HOMO energy (spin up / spin down)	-7.36 / -7.71	eV
<S²>	6.014
2S+1	5

Structure (XYZ):
```
91
Properties=species:S:1:pos:R:3:forces:R:3
Cr 0.4163 -0.6788 -2.3270 0.0809 0.0543 -0.1856
C 0.8902 3.2277 -4.3677 0.0072 -0.0224 -0.0059
O 0.2419 1.9716 -4.3247 0.0078 0.0154 -0.0030
C 0.3773 1.1518 -5.3954 -0.0135 -0.0210 0.0090
C 0.9995 1.4978 -6.5866 -0.0048 -0.0142 0.0104
C 1.0446 0.5816 -7.6322 0.0122 0.0241 -0.0118
C 0.4695 -0.6692 -7.5036 -0.0140 -0.0219 0.0106
C -0.1501 -1.0151 -6.3087 0.0204 0.0165 -0.0212
C -0.1883 -0.1196 -5.2579 -0.0027 0.0288 0.0017
N -0.7900 -0.4865 -4.0057 -0.0837 -0.0411 0.0090
N -1.9958 -0.8342 -4.1617 -0.0164 -0.0200 0.0440
C -2.7751 -1.2966 -3.1459 0.0206 0.0141 -0.0269
C -2.3433 -1.5349 -1.8189 -0.0471 -0.0434 0.0468
O -1.1539 -1.3352 -1.3860 -0.0232 0.0265 0.0083
C -3.3012 -2.0658 -0.8834 0.0208 -0.0008 0.0056
C -4.5771 -2.3173 -1.2405 -0.0181 0.0040 -0.0444
C -5.0488 -2.0804 -2.5717 0.0279 0.0091 0.0177
C -6.3821 -2.3521 -2.9279 -0.0136 -0.0007 -0.0147
C -6.8243 -2.1334 -4.2071 -0.0034 -0.0095 0.0312
C -5.9294 -1.6329 -5.1635 0.0227 0.0092 -0.0136
C -4.6237 -1.3592 -4.8368 -0.0299 0.0084 -0.0181
C -4.1484 -1.5769 -3.5286 0.0070 -0.0082 0.0053
H 0.4738 3.8629 -5.1536 -0.0033 0.0040 0.0023
H 1.9667 3.1142 -4.5282 -0.0009 0.0010 0.0010
H 0.7136 3.6862 -3.3984 -0.0052 0.0018 -0.0002
H 1.4425 2.4751 -6.7100 0.0019 0.0030 -0.0058
H 1.5358 0.8606 -8.5554 -0.0018 0.0001 0.0020
H 0.5059 -1.3768 -8.3206 -0.0008 -0.0009 0.0033
H -0.6016 -1.9896 -6.1746 -0.0030 -0.0003 0.0052
H -2.9385 -2.2675 0.1166 -0.0007 0.0181 0.0056
H -5.2745 -2.7193 -0.5138 0.0031 0.0001 0.0050
H -7.0526 -2.7410 -2.1701 -0.0066 0.0024 -0.0047
H -7.8504 -2.3443 -4.4776 0.0002 0.0009 -0.0006
H -6.2705 -1.4574 -6.1761 -0.0038 -0.0031 0.0028
H -3.9453 -0.9709 -5.5822 0.0039 0.0010 0.0052
N -0.3696 1.9824 -0.2819 0.0643 0.0710 -0.0211
N 0.9126 2.4644 0.0334 -0.1324 -0.0856 -0.0215
C 1.9515 1.9977 -0.6859 0.0424 -0.0679 -0.0538
N 3.1724 2.2125 -0.2086 -0.0042 0.0252 0.0404
N 1.6404 1.3385 -1.8099 0.0485 0.0263 -0.0110
N 2.6159 0.8807 -2.5987 0.0736 -0.0027 -0.0529
O 2.2360 -0.0493 -3.3417 -0.0062 0.0523 0.1061
O 3.7513 1.3241 -2.6466 -0.0639 0.0143 0.0554
H -1.0445 2.6843 -0.0132 -0.0132 -0.0282 0.0215
H -0.5159 1.1095 0.2198 -0.0317 -0.0423 0.0472
H 1.1218 2.5765 1.0186 0.0459 0.0220 0.0559
H 3.2917 2.5344 0.7413 0.0421 -0.0089 0.0061
H 3.9700 1.9551 -0.7645 -0.0146 -0.0196 -0.0271
O 1.6598 -1.5097 -0.9839 0.0817 -0.0984 0.0521
C 1.6486 -1.2480 0.2595 0.0102 0.0818 0.1038
O 1.0733 -0.2721 0.7731 -0.0336 0.0031 -0.0304
C 2.4224 -2.1734 1.1816 -0.0981 0.0136 0.0089
C 1.7490 -2.3088 2.5455 -0.0006 -0.0748 -0.0038
Ge 1.2153 -0.6552 3.4640 0.0601 0.0688 0.0470
C 2.4502 0.8533 3.2221 0.0299 0.0055 -0.0393
C 2.0007 2.1724 3.2996 -0.0105 0.0248 -0.0312
C 2.8815 3.2452 3.1914 -0.0216 -0.0196 -0.0045
C 4.2398 3.0131 3.0102 0.0145 -0.0178 -0.0091
C 4.7064 1.7055 2.9401 -0.0119 0.0224 -0.0048
C 3.8186 0.6417 3.0479 -0.0157 0.0180 -0.0155
C -0.6391 -0.0419 3.3135 -0.0509 -0.0824 -0.0696
C -1.4897 -0.3598 2.2516 0.0157 0.0324 -0.0045
C -2.7848 0.1419 2.2006 0.0262 0.0031 0.0177
C -3.2552 0.9680 3.2131 -0.0111 -0.0145 -0.0034
C -2.4320 1.2740 4.2861 0.0043 0.0052 0.0052
C -1.1410 0.7633 4.3367 0.0192 0.0359 0.0211
C 1.4017 -1.0836 5.3828 -0.0528 -0.0185 0.0131
C 0.5682 -2.0530 5.9460 0.0013 -0.0016 0.0164
C 0.6758 -2.4071 7.2829 0.0056 0.0037 -0.0053
C 1.6242 -1.7902 8.0888 -0.0089 -0.0019 0.0068
C 2.4567 -0.8216 7.5504 0.0013 0.0012 -0.0035
C 2.3436 -0.4737 6.2089 0.0006 -0.0038 -0.0025
H 3.4234 -1.7436 1.2866 -0.0022 0.0083 -0.0143
H 2.5468 -3.1412 0.6965 -0.0065 0.0046 -0.0182
H 2.3949 -2.8503 3.2401 0.0078 0.0159 -0.0118
H 0.8415 -2.9138 2.4495 -0.0027 0.0180 -0.0105
H 0.9444 2.3712 3.4588 0.0091 -0.0105 -0.0022
H 2.5092 4.2602 3.2628 0.0038 0.0022 0.0034
H 4.9303 3.8437 2.9371 0.0005 0.0006 -0.0007
H 5.7645 1.5160 2.8088 0.0027 -0.0052 0.0013
H 4.2077 -0.3697 3.0024 0.0019 -0.0011 0.0106
H -1.1376 -0.9866 1.4414 0.0317 0.0109 -0.0217
H -3.4252 -0.1065 1.3629 -0.0063 -0.0226 -0.0074
H -4.2634 1.3607 3.1706 0.0037 0.0048 -0.0035
H -2.7943 1.9041 5.0889 -0.0035 -0.0016 -0.0009
H -0.5185 0.9953 5.1954 0.0049 -0.0114 -0.0029
H -0.1884 -2.5375 5.3359 0.0031 0.0068 -0.0058
H 0.0191 -3.1612 7.6987 -0.0010 0.0004 -0.0020
H 1.7094 -2.0625 9.1332 0.0023 0.0003 -0.0003
H 3.1951 -0.3336 8.1748 -0.0007 0.0008 -0.0009
H 3.0010 0.2895 5.8068 0.0063 0.0014 0.0028
```
Forces are in eV/Å.

Here are the Mulliken charges for atoms 1 to 4, given in e: atom 1 (Cr): 0.202, atom 2 (C): -1.167, atom 3 (O): -0.311, atom 4 (C): 0.972

=====

# 2
# C39H37F2N11O4PbS2

A molecular structure, C39H37F2N11O4PbS2 (ωB97M-V/def2-TZVPD, OMol25).

Results
net charge	0
energy relative to the best compared isomer or geometry (same formula, charge and spin)	0.000	eV
E_tot	-97980.7466	eV
HOMO-LUMO gap	0.2409	Ha
HOMO energy	-6.79	eV

Structure (XYZ):
```
96
Properties=species:S:1:pos:R:3:forces:R:3
Pb -0.6597 -0.5565 0.9219 0.1855 -0.2984 -0.1150
C 1.5474 3.6494 1.4966 -0.0069 -0.0526 0.0012
C 0.9862 4.2406 2.6123 -0.0176 0.0233 0.0006
C 0.0190 3.5535 3.3252 0.0398 -0.0428 -0.0397
C -0.3814 2.2924 2.8925 0.0158 0.1830 0.1148
N 0.1709 1.7329 1.8163 -0.2283 -0.0748 -0.0065
C 1.1120 2.3835 1.1425 0.1313 0.0689 -0.0390
C -1.4393 1.5259 3.6137 -0.0338 0.1104 0.1312
C -2.2028 2.1394 4.6018 -0.0095 -0.0424 -0.0447
C -3.2155 1.4222 5.2002 0.0152 -0.0088 -0.0086
C -3.4180 0.1080 4.8287 0.0077 0.0116 -0.0447
C -2.5865 -0.4522 3.8662 -0.1461 0.0463 0.1359
N -1.6311 0.2572 3.2662 0.0547 -0.0523 0.0078
C -2.7532 -1.8821 3.4781 -0.0639 -0.1406 0.0942
C -3.4580 -2.7745 4.2828 0.0334 -0.0326 -0.0372
C -3.5958 -4.0875 3.8693 0.0118 0.0126 -0.0096
C -3.0270 -4.4838 2.6712 0.0185 0.0486 0.0052
C -2.3268 -3.5360 1.9444 0.0020 -0.0544 -0.0033
N -2.1938 -2.2796 2.3399 -0.1136 0.1889 0.0396
H 2.3094 4.1410 0.9111 0.0318 0.0172 -0.0284
H 1.2954 5.2273 2.9324 0.0166 -0.0083 0.0105
H -0.4026 3.9983 4.2112 -0.0223 0.0203 0.0308
H 1.5308 1.8632 0.2918 0.0315 -0.0064 -0.0747
H -2.0519 3.1721 4.8673 -0.0009 0.0389 -0.0075
H -3.8528 1.8867 5.9394 -0.0214 0.0170 0.0171
H -4.2287 -0.4571 5.2604 -0.0040 -0.0171 0.0064
H -3.8781 -2.4637 5.2254 -0.0135 0.0178 0.0518
H -4.1380 -4.7938 4.4823 -0.0229 -0.0273 0.0195
H -3.1157 -5.4977 2.3120 0.0045 -0.0548 -0.0272
H -1.8458 -3.7844 1.0073 0.0301 -0.0336 -0.0716
N -1.0280 6.2837 -2.6518 0.0192 0.1668 -0.0778
C -1.6084 5.2347 -1.9621 0.0052 -0.0850 0.0318
C -2.3772 4.2830 -2.6358 0.0090 0.0040 0.0570
C -2.9991 3.2625 -1.9443 -0.1329 0.0814 -0.1168
C -2.8512 3.1632 -0.5666 -0.1457 0.0222 0.0668
C -2.1059 4.1130 0.1132 0.1094 -0.0648 -0.0795
C -1.4838 5.1380 -0.5764 0.0095 -0.0179 0.0173
S -3.6247 1.8405 0.3246 0.2306 0.1799 0.0918
O -3.4288 2.1335 1.7283 -0.0116 0.0297 -0.1580
O -4.9656 1.6982 -0.1669 -0.0459 -0.0498 0.0586
N -2.7344 0.5251 0.0315 -0.0113 0.0393 0.2879
C -2.8928 -0.1956 -1.1047 0.1590 0.0393 -0.0295
N -3.4558 0.3153 -2.2037 -0.1644 -0.1079 -0.1621
C -3.5193 -0.4721 -3.2615 0.0378 -0.1707 -0.1203
C -3.0107 -1.7634 -3.2856 -0.0237 0.0804 -0.0040
C -2.3995 -2.1818 -2.1175 0.0047 -0.0923 -0.1070
N -2.3437 -1.4255 -1.0371 -0.0196 -0.2120 0.0345
H -0.9171 6.1692 -3.6451 0.0384 -0.0116 0.0438
H -0.2654 6.7603 -2.2016 0.0057 -0.0386 -0.0325
H -2.4898 4.3549 -3.7095 -0.0260 0.0064 -0.0751
H -3.5935 2.5229 -2.4615 0.0068 0.0972 0.0288
H -2.0216 4.0407 1.1846 0.0365 0.0066 0.1846
H -0.9012 5.8763 -0.0401 0.0192 0.0429 0.0374
H -3.9817 -0.0415 -4.1436 -0.0328 -0.0113 -0.0464
H -3.0677 -2.3897 -4.1613 -0.0007 -0.0188 -0.0408
H -1.9288 -3.1570 -2.0463 0.0041 -0.0114 -0.0140
F 0.7371 -2.5121 -2.1067 -0.1743 -0.0843 0.1069
C 1.3332 -1.4222 -2.6944 -0.2608 0.1427 -0.0021
F 2.4639 -1.9027 -3.2845 0.1763 0.0242 -0.1671
H 0.6544 -1.0610 -3.4722 0.1088 0.0333 0.0108
C 4.5017 -3.6353 -1.7182 0.0766 -0.0154 -0.0949
C 3.4206 -3.7256 -0.6972 -0.1267 0.0794 0.2594
C 2.5906 -4.8006 -0.5250 -0.1396 0.0066 0.0857
C 1.5498 -4.6736 0.4156 0.2025 -0.1348 -0.2502
N 1.3980 -3.6166 1.1858 -0.1247 0.1255 0.1628
C 2.2736 -2.5946 1.0711 0.1629 -0.2952 -0.4492
S 2.1992 -1.2079 2.0071 0.0635 0.3184 0.3909
N 3.2386 -2.6575 0.0977 -0.7670 -1.4778 0.8641
C 0.5219 -5.7544 0.5491 0.0108 -0.0214 0.0091
H 4.6032 -4.5777 -2.2491 0.0251 -0.0337 -0.0101
H 5.4502 -3.3771 -1.2454 0.0087 -0.0747 0.0291
H 4.2580 -2.8442 -2.4290 0.0310 -0.1372 0.0344
H 2.7012 -5.6861 -1.1301 -0.0225 -0.0534 -0.0293
H 3.7657 -1.7897 -0.1139 0.0149 0.1615 -0.0149
H 0.9472 -6.7343 0.3428 0.0088 -0.0510 -0.0021
H -0.2757 -5.5809 -0.1761 -0.0317 0.0065 -0.0365
H 0.0904 -5.7354 1.5467 -0.0057 -0.0010 0.0233
O 6.7482 -0.7798 -2.5806 -0.0874 -0.1576 -0.0571
C 6.4800 0.4371 -1.9248 0.1484 0.1216 0.1435
N 5.1421 0.9238 -2.1338 -0.1766 -0.2129 0.1190
C 4.0907 0.1798 -1.6394 -0.1767 0.6080 -0.3534
O 4.3574 -0.8012 -0.9085 1.1493 1.2839 -0.6994
C 2.7483 0.5497 -1.9904 0.2616 0.0227 0.0725
C 2.3671 1.6999 -2.6483 -0.2626 0.1870 -0.1115
C 1.0168 2.0575 -2.7603 0.4136 -0.0753 -0.0547
C 0.1236 1.3690 -1.9234 0.0661 -0.0937 0.0307
N 0.4170 0.2821 -1.2589 -0.4012 0.1764 0.0932
C 1.6554 -0.3902 -1.6123 -0.1367 -0.3600 0.1912
H 6.1307 -1.4147 -2.1924 0.1006 -0.0065 -0.0235
H 7.1792 1.1692 -2.3272 -0.0351 -0.0232 0.0470
H 6.6413 0.3300 -0.8485 -0.0287 0.0509 -0.0841
H 4.9692 1.4429 -2.9781 -0.0088 -0.0110 0.0174
H 3.1111 2.3983 -3.0161 0.0335 0.0320 -0.0113
H 0.7075 2.9681 -3.2476 -0.0028 0.0564 -0.0301
H -0.8470 1.8105 -1.7107 -0.0222 0.0153 0.0048
H 1.9658 -0.9755 -0.7427 -0.0770 0.1055 -0.1993
```
Forces are in eV/Å.

Here are the Mulliken charges for atoms 1 to 4, given in e: atom 1 (Pb): 1.627, atom 2 (C): -1.040, atom 3 (C): -0.755, atom 4 (C): -0.593

=====

# 3
# C39H37N4O3PTi

A molecular structure, C39H37N4O3PTi (ωB97M-V/def2-TZVPD, OMol25).

Results
net charge	0
energy relative to the best compared isomer or geometry (same formula, charge and spin)	17.082	eV
E_tot	-85536.5379	eV
HOMO-LUMO gap (spin up / spin down)	0.1407 / 0.2243	Ha
HOMO energy (spin up / spin down)	-4.50 / -6.78	eV
<S²>	2.027
2S+1	3

Structure (XYZ):
```
85
Properties=species:S:1:pos:R:3:forces:R:3
Ti 11.6666 -8.9639 13.4959 -1.1883 0.5716 0.2070
O 12.7439 -10.4901 14.1192 0.0435 -0.0028 0.0583
C 14.0346 -10.7242 14.0002 -1.6834 0.0922 1.8089
C 14.3554 -12.0892 14.0241 1.4044 -0.0906 0.6535
C 15.7182 -12.3980 14.1184 0.2106 -3.3051 -1.4217
C 16.6939 -11.4349 14.1469 1.7384 3.8033 -1.0908
C 16.3401 -9.9523 14.0349 -1.0185 -3.1488 -0.5896
C 14.9272 -9.5905 14.0691 2.8990 -2.5632 -2.2374
C 14.5793 -8.2680 13.6154 -0.6899 3.0301 2.0978
N 13.3451 -7.7543 13.5792 4.2925 -0.1618 0.4349
C 13.2274 -6.3057 13.3786 -2.9207 0.0590 0.2180
C 12.1889 -6.0910 12.2055 -0.4152 -2.3223 -0.9830
N 11.0775 -6.9817 12.6012 1.9705 -1.8061 0.7540
C 9.9708 -6.5430 12.9173 -1.2980 4.1455 -1.1704
C 8.9420 -6.9895 13.7747 2.2548 -3.0976 1.9938
C 7.6630 -6.6509 13.6841 -5.9900 2.4276 0.5016
C 6.7036 -6.8251 14.7401 -0.0895 -2.2730 1.6440
C 7.1771 -7.5023 15.9487 0.6012 1.4962 -3.1900
C 8.5045 -7.9171 15.9763 -0.9490 -1.2908 2.3421
C 9.3586 -7.7485 14.9080 3.0151 -1.7288 0.1484
O 10.6539 -8.3687 14.9554 -3.1269 2.2181 0.2466
H 13.5894 -12.9051 14.1179 0.6876 1.2457 -0.4323
H 16.0645 -13.5637 13.8943 -0.9048 3.1727 1.0969
H 17.7913 -11.7387 13.9800 -1.8933 0.6588 0.5197
H 17.0922 -9.2337 13.6170 -0.5948 -0.6660 1.0557
H 15.5438 -7.5480 13.6331 -2.3147 -1.3532 -0.5444
H 14.1392 -5.8777 13.1318 1.8843 0.8602 -0.3913
H 12.8208 -5.8020 14.3473 0.5723 -0.9839 -1.6166
H 12.4718 -6.5317 11.1851 0.4285 0.6578 1.4462
H 11.8088 -5.1033 11.9954 0.1579 0.6328 0.4341
H 9.7823 -5.4881 12.6432 -0.0853 0.0087 -0.1791
H 7.1958 -6.0557 12.8556 1.1061 -0.7310 0.3496
H 5.5515 -6.7413 14.6727 2.2812 0.4902 -0.3752
H 6.6340 -7.7456 16.8344 -0.9104 0.1966 0.0935
H 8.6714 -8.5173 16.9455 0.8506 0.9215 -1.9396
O 12.3424 -9.2492 11.7245 -0.3374 -0.9461 0.6189
P 12.8230 -9.3568 10.3347 0.0639 1.0568 -5.2127
C 12.9093 -11.0414 9.6482 -3.6832 -0.5841 8.2309
C 13.0278 -11.4027 8.4224 0.8529 -3.1986 -2.8872
C 13.3324 -12.6924 8.0148 -1.1318 -0.9872 -3.9080
C 13.5562 -13.6607 8.9389 2.7003 -1.8751 3.4954
C 13.0846 -13.3942 10.2603 -1.5296 7.5085 -5.0428
C 12.4446 -12.1239 10.5912 5.0764 -0.0845 0.2022
C 11.9298 -8.2891 9.2130 0.1037 -0.0948 -3.1879
C 12.3867 -8.1199 7.6527 -2.6740 0.4250 6.3822
C 11.8190 -7.2167 6.8681 -2.8596 -1.2052 -4.9149
C 10.4792 -6.7230 7.1482 -0.6621 -0.1654 1.5795
C 9.8010 -7.1864 8.5368 0.3209 3.7724 -5.8578
C 10.5480 -7.8858 9.3629 1.2675 -0.7589 4.5641
C 14.5606 -8.8604 10.0538 1.4943 -3.0769 -2.9327
C 15.5877 -9.9291 9.8055 -0.2628 -0.2842 5.8428
C 16.9272 -9.5848 9.5730 2.3721 0.8436 -4.4599
C 17.0468 -8.2477 9.2907 -0.5748 0.2353 0.4472
C 15.9988 -7.2506 9.4146 3.0224 -3.6763 -1.4931
C 14.7065 -7.5984 9.4089 -1.0065 -1.3458 3.8366
H 13.0546 -10.8233 7.6174 -0.0916 3.2954 -2.8693
H 13.1332 -12.9050 6.8344 1.4728 0.4276 2.9232
H 14.4500 -14.4789 9.0943 -2.7799 1.3146 -1.7873
H 12.9637 -14.1906 10.7520 -0.4812 -5.8088 4.8242
H 12.4536 -11.8945 11.7217 -0.9151 -0.2445 -1.8478
H 13.2881 -8.4565 7.4612 4.1939 -2.0755 -1.2972
H 12.1822 -7.6102 5.5352 -0.9524 2.1771 3.8647
H 9.9437 -5.9625 6.4826 0.8512 -1.3897 1.0654
H 8.8387 -6.6144 8.6636 1.0236 -1.2832 0.5385
H 10.2044 -7.9291 10.4475 0.0361 -0.4074 -1.4519
H 15.6865 -10.7446 10.6510 -1.6170 0.3799 -2.1437
H 18.0293 -10.0848 9.0202 -3.9022 0.2111 2.5348
H 18.0193 -7.9606 8.9152 0.0692 0.8064 0.3392
H 16.6399 -6.4985 9.3352 0.5384 5.1824 -0.7306
H 13.7605 -7.0973 9.5521 0.2571 1.2938 -0.8793
C 9.8912 -13.7778 14.8110 3.4978 2.8793 -3.3084
C 9.7099 -12.6159 13.9414 -1.9223 1.6825 -3.5036
C 8.8056 -12.2846 12.8394 2.2484 1.3706 2.6166
C 9.0834 -10.9229 12.5315 -0.4549 -1.9430 -0.4305
N 10.0901 -10.4778 13.2569 1.3019 -1.2451 0.6707
N 10.4738 -11.5387 14.0561 2.4294 0.3823 1.9350
C 8.4825 -10.0879 11.4551 3.7395 0.3346 -1.2788
H 10.8838 -14.1142 14.7560 1.2083 -1.0461 -0.1743
H 9.1855 -14.4197 14.6968 -3.9950 -4.7814 -1.7278
H 9.7033 -13.5341 15.7313 -0.5369 2.0389 5.5973
H 8.0887 -12.8449 12.3449 -1.2223 -1.1625 -0.4636
H 11.5478 -11.5174 14.5506 -3.3385 0.6806 -1.8162
H 8.8663 -9.0877 11.6535 -0.4355 0.2938 -0.1170
H 7.4579 -10.0905 11.3811 -2.3694 -0.1209 0.0328
H 8.9357 -10.3205 10.4149 -0.7318 0.0354 1.6389
```
Forces are in eV/Å.

Here are the Mulliken charges for atoms 1 to 4, given in e: atom 1 (Ti): -0.558, atom 2 (O): -0.911, atom 3 (C): 0.722, atom 4 (C): -0.569